--- one ---
Formula: C2H3NOS2
Source: the OMol25 dataset
Level of theory: wB97M-V/def2-TZVPD

2S+1	3
E_HOMO (spin up / spin down)	-6.9 / -9.9	eV
LUMO energy (spin up / spin down)	0.55 / -2.85	eV
⟨S²⟩	2.01
Kohn-Sham gap (spin up / spin down)	7.4 / 7.1	eV

Cartesian coordinates (Å):
C -0.107 1.593 -1.073
C -0.160 -0.901 0.363
N -1.121 1.460 -0.197
O 0.719 0.743 -1.321
S -0.857 0.434 0.994
S 0.661 -2.020 1.386
H -0.033 2.496 -1.630
H -0.050 -1.194 -0.585
H 0.177 -1.454 2.482

Löwdin atomic charge list, values in e, 8 entries: number 1, C, carries -0.453; number 2, C, carries -0.920; number 3, N, carries -0.275; number 4, O, carries 0.003; number 5, S, carries 0.929; number 6, S, carries 0.786; number 7, H, carries 0.108; number 8, H, carries -0.027

--- two ---
Formula: C2H3NOS2
Source: the OMol25 dataset
Level of theory: wB97M-V/def2-TZVPD

2S+1	3
E_HOMO (spin up / spin down)	-8.5 / -9.7	eV
LUMO energy (spin up / spin down)	0.61 / -2.88	eV
⟨S²⟩	2.01
Kohn-Sham gap (spin up / spin down)	9.2 / 6.8	eV

Cartesian coordinates (Å):
C -0.421 -1.356 0.656
C -0.193 0.603 -0.708
N 0.700 -1.821 0.581
O -0.998 -0.437 -0.111
S 1.334 -0.188 -1.223
S 0.096 2.026 0.464
H -1.106 -1.620 1.427
H -0.697 1.084 -1.629
H 1.284 1.709 0.543

Löwdin atomic charge list, values in e, 8 entries: number 1, C, carries -0.471; number 2, C, carries -0.975; number 3, N, carries 0.088; number 4, O, carries -0.194; number 5, S, carries 0.806; number 6, S, carries 0.774; number 7, H, carries 0.119; number 8, H, carries 0.097

Which of them is the most stable, and which is the least stable? one and two, in that order.

--- one ---
Formula: C3H7NO2
Source: the OMol25 dataset
Level of theory: wB97M-V/def2-TZVPD

E_HOMO	-9.7	eV
LUMO energy	0.95	eV
structure (SMILES)	C=NO.CC=O
Kohn-Sham gap	10.6	eV

Cartesian coordinates (Å):
C 2.343 -0.222 -2.038
N 1.241 -0.239 -1.436
O 0.203 0.601 -1.963
H 3.171 -0.723 -1.562
H 2.493 0.211 -3.025
H -0.650 0.441 -1.515
C -1.430 -0.038 2.258
C -1.000 0.131 0.830
O -1.784 0.439 -0.040
H -0.749 0.502 2.914
H -1.385 -1.095 2.515
H -2.449 0.312 2.404
H -0.004 -0.320 0.658

Löwdin atomic charge list, values in e, 8 entries: number 1, C, carries -0.052; number 2, N, carries -0.079; number 3, O, carries -0.085; number 4, H, carries 0.064; number 5, H, carries 0.077; number 6, H, carries 0.033; number 7, C, carries -0.049; number 8, C, carries -0.291

--- two ---
Formula: C3H7NO2
Source: the OMol25 dataset
Level of theory: wB97M-V/def2-TZVPD

E_HOMO	-9.8	eV
LUMO energy	0.66	eV
structure (SMILES)	CNC(=O)CO
Kohn-Sham gap	10.4	eV

Cartesian coordinates (Å):
C 2.079 0.158 -0.165
N 0.652 0.188 -0.493
C -0.258 0.110 0.548
O 0.092 0.291 1.702
C -1.728 -0.292 0.395
O -2.190 -0.595 -0.897
H 2.602 1.078 -0.451
H 2.140 0.045 0.918
H 2.587 -0.690 -0.647
H 0.423 0.170 -1.477
H -2.348 0.474 0.897
H -1.842 -1.195 1.011
H -2.210 0.257 -1.342

Löwdin atomic charge list, values in e, 8 entries: number 1, C, carries -0.076; number 2, N, carries 0.015; number 3, C, carries -0.463; number 4, O, carries 0.035; number 5, C, carries -0.182; number 6, O, carries -0.051; number 7, H, carries 0.081; number 8, H, carries 0.077

--- three ---
Formula: C3H7NO2
Source: the OMol25 dataset
Level of theory: wB97M-V/def2-TZVPD

E_HOMO	-9.2	eV
LUMO energy	0.56	eV
Kohn-Sham gap	9.7	eV

Cartesian coordinates (Å):
N 1.739 0.529 0.945
C 1.621 -0.017 -0.253
O 2.294 -0.326 -1.181
C -0.082 -0.883 -0.287
C -1.116 0.220 -0.387
O -1.205 0.813 0.905
H 0.850 0.939 1.244
H 0.905 -0.607 0.749
H -0.421 -1.617 0.465
H 0.077 -1.422 -1.219
H -0.810 0.963 -1.139
H -2.091 -0.188 -0.692
H -1.763 1.598 0.852

Löwdin atomic charge list, values in e, 8 entries: number 1, N, carries 0.119; number 2, C, carries -0.561; number 3, O, carries 0.112; number 4, C, carries -0.095; number 5, C, carries -0.283; number 6, O, carries -0.087; number 7, H, carries 0.054; number 8, H, carries 0.176

Which of them is the most stable, and which is the least stable? two and three, in that order.

--- one ---
Formula: C3H7NO2
Source: the OMol25 dataset
Level of theory: wB97M-V/def2-TZVPD

E_HOMO	-9.9	eV
LUMO energy	0.87	eV
structure (SMILES)	[H]/N=C/OCCO
Kohn-Sham gap	10.8	eV

Cartesian coordinates (Å):
H 0.639 2.573 0.331
N 0.406 1.630 0.038
C 1.399 0.851 0.185
O 1.382 -0.451 -0.074
C 0.158 -1.043 -0.553
C -1.067 -0.799 0.339
O -1.930 0.178 -0.170
H 2.388 1.142 0.549
H 0.410 -2.104 -0.614
H -0.059 -0.667 -1.559
H -0.712 -0.560 1.355
H -1.647 -1.725 0.411
H -1.367 0.974 -0.238

Löwdin atomic charge list, values in e, 8 entries: number 1, H, carries 0.069; number 2, N, carries 0.115; number 3, C, carries -0.297; number 4, O, carries -0.059; number 5, C, carries -0.139; number 6, C, carries -0.269; number 7, O, carries -0.094; number 8, H, carries 0.138

--- two ---
Formula: C3H7NO2
Source: the OMol25 dataset
Level of theory: wB97M-V/def2-TZVPD

E_HOMO	-8.1	eV
LUMO energy	0.80	eV
Kohn-Sham gap	8.9	eV

Cartesian coordinates (Å):
C -0.391 0.182 1.362
C -0.435 -1.188 -0.186
C 1.006 0.528 -0.955
O -0.016 -1.165 1.126
N -0.309 0.642 -0.050
O -1.145 1.515 -0.425
H 0.289 0.714 2.027
H -1.437 0.226 1.698
H -1.509 -1.312 -0.335
H 0.133 -1.876 -0.806
H 0.759 0.228 -1.975
H 1.793 -0.081 -0.507
H 1.264 1.587 -0.973

Löwdin atomic charge list, values in e, 8 entries: number 1, C, carries -0.118; number 2, C, carries -0.092; number 3, C, carries 0.020; number 4, O, carries -0.100; number 5, N, carries -0.351; number 6, O, carries -0.116; number 7, H, carries 0.134; number 8, H, carries 0.141

--- three ---
Formula: C3H7NO2
Source: the OMol25 dataset
Level of theory: wB97M-V/def2-TZVPD

E_HOMO	-9.1	eV
LUMO energy	0.78	eV
structure (SMILES)	CNCC(=O)O
Kohn-Sham gap	9.9	eV

Cartesian coordinates (Å):
C 1.952 0.118 -0.176
N 0.631 0.688 0.191
C -0.358 -0.337 -0.406
C -1.745 -0.306 0.242
O -2.570 -1.101 -0.089
O -2.119 0.680 1.053
H 2.681 0.683 0.402
H 2.308 -0.038 -1.287
H 2.055 -0.977 0.259
H 0.390 1.662 -0.031
H 0.044 -1.321 -0.271
H -0.285 -0.061 -1.369
H -2.984 0.311 1.481

Löwdin atomic charge list, values in e, 8 entries: number 1, C, carries -0.182; number 2, N, carries -0.113; number 3, C, carries -0.093; number 4, C, carries -0.534; number 5, O, carries 0.095; number 6, O, carries 0.087; number 7, H, carries 0.056; number 8, H, carries 0.100

--- four ---
Formula: C3H7NO2
Source: the OMol25 dataset
Level of theory: wB97M-V/def2-TZVPD

E_HOMO	-9.3	eV
LUMO energy	0.88	eV
structure (SMILES)	C=CN.O=CO
Kohn-Sham gap	10.2	eV

Cartesian coordinates (Å):
C 2.172 1.110 0.172
C 1.478 0.337 -0.674
N 0.063 0.286 -0.605
H 3.245 1.100 0.022
H 1.556 1.705 0.819
H 1.893 -0.100 -1.601
H -0.374 1.186 -0.772
H -0.365 -0.287 -1.337
O -2.044 -1.722 -0.419
C -2.240 -1.305 0.689
O -1.526 -0.497 1.510
H -3.159 -1.512 1.253
H -0.699 -0.301 0.944

Löwdin atomic charge list, values in e, 8 entries: number 1, C, carries -0.002; number 2, C, carries -0.265; number 3, N, carries -0.011; number 4, H, carries 0.051; number 5, H, carries 0.054; number 6, H, carries 0.111; number 7, H, carries 0.106; number 8, H, carries 0.086

Which of them is the most stable, and which is the least stable? one and two, in that order.

--- one ---
Formula: C4H9NO
Source: the OMol25 dataset
Level of theory: wB97M-V/def2-TZVPD

E_HOMO	-9.6	eV
LUMO energy	0.98	eV
structure (SMILES)	C[C@@H](O)[C@H]1CN1
Kohn-Sham gap	10.6	eV

Cartesian coordinates (Å):
C -1.820 -0.235 -0.224
C -0.671 0.808 -0.094
O -0.429 1.192 1.233
C 0.561 0.021 -0.548
C 1.953 0.110 -0.031
N 0.984 -0.760 0.611
H -2.459 -0.184 0.659
H -2.430 -0.092 -1.123
H -1.429 -1.263 -0.276
H -0.896 1.702 -0.694
H 0.108 0.400 1.534
H 0.434 -0.484 -1.504
H 2.314 0.933 0.582
H 2.714 -0.393 -0.623
H 1.067 -1.757 0.499

Löwdin atomic charge list, values in e, 8 entries: number 1, C, carries -0.045; number 2, C, carries -0.400; number 3, O, carries -0.072; number 4, C, carries -0.267; number 5, C, carries -0.102; number 6, N, carries -0.018; number 7, H, carries 0.078; number 8, H, carries 0.073

--- two ---
Formula: C4H9NO
Source: the OMol25 dataset
Level of theory: wB97M-V/def2-TZVPD

E_HOMO	-9.2	eV
LUMO energy	0.99	eV
structure (SMILES)	C[C@H]1N[C@H]1CO
Kohn-Sham gap	10.1	eV

Cartesian coordinates (Å):
C -1.511 0.815 0.287
C -0.810 0.061 -0.819
N 0.462 0.602 -1.219
C 0.550 -0.656 -0.553
C 1.022 -0.783 0.862
O 1.584 0.429 1.289
H -0.798 1.012 1.097
H -1.902 1.793 -0.035
H -2.355 0.242 0.677
H -1.101 -0.940 -1.103
H 0.697 0.564 -2.200
H 0.793 -1.487 -1.230
H 1.734 -1.615 0.920
H 0.162 -1.058 1.503
H 1.473 1.022 0.525

Löwdin atomic charge list, values in e, 8 entries: number 1, C, carries -0.059; number 2, C, carries -0.295; number 3, N, carries 0.041; number 4, C, carries -0.280; number 5, C, carries -0.253; number 6, O, carries -0.066; number 7, H, carries 0.069; number 8, H, carries 0.081

Which of them is the most stable, and which is the least stable? one and two, in that order.

--- one ---
Formula: C4H9NO
Source: the OMol25 dataset
Level of theory: wB97M-V/def2-TZVPD

E_HOMO	-9.5	eV
LUMO energy	0.90	eV
structure (SMILES)	CCNC(C)=O
Kohn-Sham gap	10.4	eV

Cartesian coordinates (Å):
C -0.974 -1.104 0.857
C 0.231 -1.273 -0.114
N 1.241 -0.237 0.130
C 0.940 1.090 -0.022
C -0.299 1.607 -0.697
O 1.652 1.987 0.420
H -0.687 -0.463 1.679
H -1.294 -2.023 1.361
H -1.849 -0.714 0.345
H 0.776 -2.199 0.068
H -0.199 -1.272 -1.121
H 2.228 -0.449 0.039
H -1.320 1.245 -0.349
H -0.172 2.674 -0.893
H -0.273 1.132 -1.704

Löwdin atomic charge list, values in e, 8 entries: number 1, C, carries -0.090; number 2, C, carries -0.224; number 3, N, carries 0.034; number 4, C, carries -0.547; number 5, C, carries -0.016; number 6, O, carries 0.026; number 7, H, carries 0.075; number 8, H, carries 0.069

--- two ---
Formula: C4H9NO
Source: the OMol25 dataset
Level of theory: wB97M-V/def2-TZVPD

E_HOMO	-7.2	eV
LUMO energy	-0.54	eV
Kohn-Sham gap	6.6	eV

Cartesian coordinates (Å):
C -1.620 -0.001 -0.236
N -0.383 0.485 -0.862
C 0.167 1.489 -0.124
C 0.806 -0.356 -0.826
C 1.067 -1.185 0.388
O 0.751 -0.536 1.662
H -1.801 0.289 0.808
H -1.663 -1.082 -0.079
H -2.468 0.264 -0.871
H 1.040 1.945 -0.571
H -0.463 2.283 0.277
H 0.522 0.352 1.329
H 1.315 -0.483 -1.771
H 2.161 -1.306 0.416
H 0.571 -2.159 0.459

Löwdin atomic charge list, values in e, 8 entries: number 1, C, carries -0.073; number 2, N, carries -0.227; number 3, C, carries -0.038; number 4, C, carries -0.055; number 5, C, carries -0.254; number 6, O, carries -0.108; number 7, H, carries 0.089; number 8, H, carries 0.085

--- three ---
Formula: C4H9NO
Source: the OMol25 dataset
Level of theory: wB97M-V/def2-TZVPD

E_HOMO	-9.1	eV
LUMO energy	0.94	eV
structure (SMILES)	OC[C@@H]1CCN1
Kohn-Sham gap	10.1	eV

Cartesian coordinates (Å):
O 0.917 -0.930 1.997
C 0.415 0.308 1.387
C -0.653 -0.021 0.320
C -0.100 -0.887 -0.822
C -0.049 0.340 -1.673
N -0.821 1.097 -0.669
H 0.255 -1.267 2.541
H -0.065 1.025 2.109
H 1.245 0.849 0.796
H -1.566 -0.428 0.718
H 0.791 -1.479 -0.642
H -0.723 -1.629 -1.260
H -0.466 0.397 -2.610
H 0.975 0.710 -1.792
H -0.155 1.915 -0.400

Löwdin atomic charge list, values in e, 8 entries: number 1, O, carries -0.053; number 2, C, carries -0.186; number 3, C, carries -0.319; number 4, C, carries -0.140; number 5, C, carries -0.224; number 6, N, carries -0.020; number 7, H, carries 0.041; number 8, H, carries 0.127

Which of them is the most stable, and which is the least stable? one and two, in that order.

--- one ---
Formula: C4H29NO10
Source: the OMol25 dataset
Level of theory: wB97M-V/def2-TZVPD

E_HOMO	-9.8	eV
LUMO energy	0.17	eV
structure (SMILES)	CN[C@H](C)CO.O.O.O.O.O.O.O.O.O
Kohn-Sham gap	10.0	eV

Cartesian coordinates (Å):
C 2.877 -1.115 -1.192
N 1.529 -1.244 -0.606
C 0.525 -0.215 -0.975
C 0.256 -0.198 -2.466
C 0.885 1.141 -0.406
O -0.231 1.995 -0.269
H 3.363 -2.129 -1.205
H 3.509 -0.454 -0.588
H 2.772 -0.754 -2.231
H 1.172 -2.197 -0.860
H -0.380 -0.521 -0.397
H -0.607 0.378 -2.830
H 0.240 -1.176 -2.992
H 1.065 0.364 -2.935
H 1.378 1.136 0.601
H 1.639 1.595 -1.090
H -0.633 2.052 -1.162
O -2.044 1.826 1.656
H -1.634 2.046 0.758
H -1.238 1.952 2.174
O 3.198 2.993 1.442
H 2.372 2.922 0.940
H 3.424 2.092 1.716
O 0.383 -0.303 3.521
H 0.857 0.426 4.008
H 1.080 -0.305 2.830
O -1.640 2.375 -2.444
H -2.401 1.802 -2.177
H -1.690 2.522 -3.361
O 2.635 -0.271 2.031
H 2.327 -0.627 1.174
H 3.501 -0.662 2.075
O -3.402 -1.705 0.590
H -2.710 -2.203 1.047
H -3.787 -1.070 1.206
O -3.585 0.125 -1.592
H -3.539 -0.713 -1.116
H -3.342 0.785 -0.941
O -0.357 -3.748 -1.069
H -0.491 -4.150 -0.198
H -0.746 -2.901 -0.798
O -2.419 -0.950 2.709
H -2.656 -0.029 2.677
H -1.455 -0.888 2.746

Löwdin atomic charge list, values in e, 8 entries: number 1, C, carries -0.106; number 2, N, carries -0.114; number 3, C, carries -0.381; number 4, C, carries -0.052; number 5, C, carries -0.222; number 6, O, carries -0.094; number 7, H, carries 0.102; number 8, H, carries 0.069

--- two ---
Formula: C4H29NO10
Source: the OMol25 dataset
Level of theory: wB97M-V/def2-TZVPD

E_HOMO	-8.5	eV
LUMO energy	0.34	eV
structure (SMILES)	CNC[C@@H](C)O.O.O.O.O.O.O.O.O.O
Kohn-Sham gap	8.8	eV

Cartesian coordinates (Å):
C 0.398 0.962 -3.073
N 0.663 -0.271 -2.281
C 1.295 -0.054 -0.952
C 0.417 -0.394 0.240
C -0.597 0.780 0.380
O -0.276 -1.603 -0.133
H 1.032 1.813 -2.843
H 0.740 0.626 -4.064
H -0.645 1.239 -3.251
H -0.248 -0.678 -2.095
H 1.708 0.961 -0.907
H 2.188 -0.688 -1.044
H 0.984 -0.611 1.142
H -1.357 0.631 -0.377
H -0.183 1.767 0.154
H -1.102 0.855 1.340
H -0.729 -1.941 0.683
O 1.586 -3.261 0.018
H 1.733 -3.013 -0.897
H 0.649 -3.120 0.227
O 0.500 -1.596 3.719
H 0.774 -1.577 4.637
H 1.272 -1.625 3.132
O 2.657 -1.676 1.863
H 2.456 -2.318 1.169
H 2.577 -0.793 1.435
O -1.388 -2.596 2.012
H -2.213 -2.104 1.985
H -0.958 -2.544 2.866
O -3.670 1.378 -0.975
H -3.545 0.620 -0.379
H -4.231 1.061 -1.688
O 1.548 3.079 0.136
H 2.099 3.769 -0.223
H 0.642 3.123 -0.185
O -2.939 -1.225 -0.224
H -2.027 -0.928 -0.307
H -3.279 -2.005 -0.657
O 2.702 0.819 0.948
H 1.958 1.444 0.875
H 3.552 1.217 0.761
O -1.842 3.568 -1.111
H -2.357 2.739 -1.119
H -2.544 4.170 -0.937

Löwdin atomic charge list, values in e, 8 entries: number 1, C, carries -0.115; number 2, N, carries -0.081; number 3, C, carries -0.213; number 4, C, carries -0.351; number 5, C, carries 0.004; number 6, O, carries -0.139; number 7, H, carries 0.068; number 8, H, carries 0.065

Which of them is the most stable, and which is the least stable? one and two, in that order.